This record from OMol25 describes a 6-piece molecular cluster, C38H82N4O6 overall. The level of theory is wB97M-V/def2-TZVPD.

Properties
- net charge = +3
- LUMO energy (alpha / beta) (eV) = -5.02 / -9.43
- spin multiplicity = 2
- relative energy (zero: lowest compared OMol25 entry of this formula, charge and spin) (kJ/mol) = 0.0
- max |F| (eV Å⁻¹) = 3.805
- Kohn-Sham gap (alpha / beta) (eV) = 8.952 / 4.541
- HOMO (alpha / beta) (eV) = -13.97 / -13.97
- total energy (eV) = -58956.452

```
130
C38H82N4O6 (wB97M-V/def2-TZVPD)
C -1.26253 4.68492 9.25532
C -1.27888 3.57908 8.22420
C -1.43853 4.09316 6.76018
N -1.33667 2.98883 5.59992
C 0.12193 2.42216 5.57260
C 0.41935 1.71984 4.27491
C 0.06238 2.46994 2.97960
C -1.40455 2.91630 2.92144
C -1.67528 3.75910 4.27956
C -2.39367 1.87081 5.90464
H -2.24535 5.15336 9.30761
H -0.66241 5.57726 9.07732
H -1.02687 4.43173 10.28899
H -2.12794 2.96775 8.52989
H -0.40608 2.94191 8.36675
H -0.74905 4.88551 6.46882
H -2.40570 4.56506 6.58699
H 0.73817 3.32031 5.61380
H 0.10187 1.70939 6.39702
H 1.48574 1.50046 4.32771
H -0.07355 0.75527 4.39640
H 0.64867 3.38176 2.86586
H 0.32491 1.80497 2.15681
H -1.70248 3.52976 2.07115
H -2.05727 2.05046 2.81021
H -1.03748 4.63754 4.18122
H -2.70522 4.06929 4.45601
H -2.09045 1.27332 6.76439
H -2.41380 1.20745 5.03997
H -3.42195 2.21933 6.00090
C 2.23817 -1.91172 -2.18082
C 3.30384 -2.98947 -2.19215
C 4.57927 -2.42934 -2.88215
N 5.78164 -3.37546 -2.92332
C 5.34482 -4.52395 -3.89729
C 6.42770 -5.43840 -4.32558
C 7.63568 -4.64510 -4.79332
C 8.21690 -3.61858 -3.84190
C 7.10177 -2.62175 -3.38478
C 6.05319 -3.99979 -1.54852
H 2.59946 -0.94974 -1.81729
H 1.40009 -2.24266 -1.56748
H 1.78433 -1.78789 -3.16408
H 2.86576 -3.87503 -2.65257
H 3.48231 -3.29985 -1.16263
H 5.00200 -1.56209 -2.37491
H 4.35133 -2.13315 -3.90607
H 5.05083 -3.97531 -4.79209
H 4.48920 -5.00518 -3.42356
H 5.96904 -6.05949 -5.09499
H 6.65633 -6.08685 -3.47981
H 7.40953 -4.14797 -5.73662
H 8.42809 -5.31699 -5.12308
H 9.09874 -3.13569 -4.26295
H 8.64372 -4.16634 -3.00173
H 6.62082 -2.08211 -4.20061
H 7.28300 -1.88269 -2.60438
H 5.23469 -4.69233 -1.35220
H 6.17674 -3.20334 -0.81469
H 7.00869 -4.52431 -1.55149
C -1.34393 1.14515 -3.51999
C -1.00666 2.54530 -2.84499
C -2.19959 3.43955 -2.31170
N -1.82025 4.88208 -1.73328
C -3.03539 5.33090 -0.89705
C -2.73516 6.75374 -0.23962
C -1.44199 6.84970 0.62472
C -0.23635 6.20541 -0.14001
C -0.57499 4.89470 -0.81712
C -1.61703 5.86846 -2.92351
H -1.65198 1.17466 -4.56513
H -2.12887 0.73215 -2.88642
H -0.56027 0.40169 -3.37423
H -0.49480 3.18675 -3.56238
H -0.31228 2.45867 -2.00927
H -2.68514 2.94287 -1.47168
H -2.94754 3.64439 -3.07768
H -3.23692 4.57274 -0.14030
H -3.83947 5.33324 -1.63295
H -3.52559 7.06670 0.44255
H -2.78483 7.50891 -1.02406
H -1.59221 6.21433 1.49756
H -1.15156 7.86269 0.90330
H 0.59180 5.92376 0.51033
H 0.19255 6.84673 -0.90996
H -0.84406 4.09230 -0.13019
H 0.22171 4.56216 -1.48253
H -1.30333 6.85566 -2.58421
H -2.55541 5.95166 -3.47182
H -0.89216 5.41464 -3.59932
C 0.61441 -5.97984 -2.96060
C -0.02250 -4.73290 -2.40947
C -1.50149 -4.85676 -2.13079
N -2.17160 -3.69378 -1.26984
C -1.58783 -3.67130 0.17411
C -1.83185 -4.94016 0.92823
C -3.34154 -5.14609 1.03380
C -4.04086 -5.19267 -0.33042
C -3.72446 -3.92686 -1.17356
C -2.11175 -2.31405 -1.97264
H 0.18076 -6.24118 -3.92587
H 0.50285 -6.82552 -2.28202
H 1.67781 -5.82686 -3.14470
H 0.25456 -3.89578 -3.05021
H 0.44432 -4.56893 -1.43823
H -1.65465 -5.75328 -1.53004
H -2.09138 -4.86704 -3.04731
H -0.53597 -3.44884 -0.00530
H -2.06893 -2.81352 0.64405
H -1.29208 -5.78070 0.49205
H -1.51518 -4.80006 1.96176
H -3.57439 -6.14342 1.40689
H -3.91678 -4.47064 1.66702
H -3.84866 -6.14660 -0.82151
H -5.11899 -5.18575 -0.17012
H -4.13269 -4.09128 -2.17076
H -4.08570 -3.06945 -0.60571
H -2.57868 -2.43670 -2.94990
H -1.04989 -2.12079 -2.12493
H -2.62864 -1.55278 -1.38836
O -1.33970 1.52087 -0.00365
C -0.89801 0.24205 0.29540
O -0.03320 -0.35607 -0.36337
O -1.42647 -0.31898 1.30569
H -2.25131 1.66878 0.25846
O -4.57307 -0.13292 0.18684
C -5.06574 1.06641 0.02493
O -6.15233 1.26299 -0.44062
O -4.41419 1.98389 0.55363
H -3.80750 0.09132 0.72088
```

These are the Löwdin partial charges, in e, on atoms 1 to 8: atom 1 (C): -0.105, atom 2 (C): -0.225, atom 3 (C): -0.086, atom 4 (N): -0.215, atom 5 (C): -0.093, atom 6 (C): -0.161, atom 7 (C): -0.167, atom 8 (C): -0.138


This record from OMol25 describes a 6-piece molecular cluster, C38H84N8O6 overall. The level of theory is wB97M-V/def2-TZVPD.

Properties
- LUMO energy (eV) = 0.32
- spin multiplicity = 1
- relative energy (zero: lowest compared OMol25 entry of this formula, charge and spin) (kJ/mol) = 38.8
- max |F| (eV Å⁻¹) = 3.085
- Kohn-Sham gap (eV) = 8.358
- SMILES = CC1(C)CCCC(C)(C)N1O.CC1(C)CCCC(C)(C)N1O.CC1(C)CCCC(C)(C)N1O.CC1(C)CCCC(C)(C)N1O.NC(N)=O.NC(N)=O
- HOMO (eV) = -8.04
- total energy (eV) = -64970.459

```
136
C38H84N8O6 (wB97M-V/def2-TZVPD)
C 0.29026 -1.98956 -1.92489
C -1.04090 -2.66044 -1.63680
C -1.91062 -2.48097 -2.91780
C -0.63280 -4.15513 -1.44736
C -1.85441 -4.96238 -1.01310
C -2.38535 -4.38687 0.31111
C -2.89325 -2.87020 0.17020
C -4.22783 -2.96250 -0.57650
C -3.09086 -2.38533 1.59944
N -1.75617 -2.11596 -0.41020
O -2.11076 -0.71759 -0.71766
H 0.83013 -2.45247 -2.70420
H 0.22308 -0.93712 -2.02397
H 0.88124 -2.17980 -1.03966
H -2.20638 -1.43094 -2.75302
H -1.30169 -2.47056 -3.81195
H -2.73193 -3.17974 -3.08521
H -0.17241 -4.50700 -2.36115
H 0.21306 -4.33098 -0.74935
H -2.58840 -4.76749 -1.85707
H -1.83331 -6.04848 -0.99696
H -1.63841 -4.39502 1.11293
H -3.16157 -4.97666 0.70634
H -4.81749 -3.50507 0.11961
H -3.99290 -3.61610 -1.46688
H -4.54353 -2.00050 -0.88185
H -2.20901 -1.94282 2.00323
H -3.38480 -3.20752 2.16497
H -3.80668 -1.57655 1.59021
H -1.42960 -0.20834 -0.25768
C 3.11092 -0.29878 -3.75264
C 3.90717 0.41870 -2.59355
C 3.58806 1.87553 -2.52197
C 3.47577 -0.27139 -1.32959
C 4.36069 0.07619 -0.13137
C 5.79400 -0.23386 -0.49174
C 6.34328 0.48275 -1.71361
C 6.57802 2.04641 -1.48056
C 7.61839 -0.15051 -2.17018
N 5.33500 0.15811 -2.84768
O 5.65784 0.97448 -4.06694
H 3.54689 0.08512 -4.67269
H 3.22474 -1.40833 -3.84355
H 2.01051 -0.05681 -3.73178
H 2.60954 2.08580 -2.24824
H 4.25699 2.37459 -1.82267
H 3.92496 2.25268 -3.48984
H 2.41438 -0.03632 -1.11195
H 3.58487 -1.34798 -1.50148
H 4.19407 1.11844 0.14105
H 4.04640 -0.47228 0.75011
H 5.75594 -1.35649 -0.68125
H 6.40726 -0.10606 0.42357
H 7.43133 2.15558 -0.71179
H 5.74000 2.52511 -1.04158
H 6.88897 2.59353 -2.36707
H 8.35753 -0.19539 -1.40695
H 7.96823 0.42366 -3.02796
H 7.42658 -1.16259 -2.44387
H 6.46256 0.48740 -4.31443
C -1.04300 -0.50766 4.24672
C 0.38063 -0.87703 4.59072
C 1.18159 0.23802 5.30963
C 0.35023 -2.12176 5.49925
C 1.68936 -2.81832 5.60521
C 2.01833 -3.28086 4.16544
C 2.14458 -2.13442 3.16230
C 3.41878 -1.28263 3.41642
C 2.14392 -2.75446 1.79927
N 0.93295 -1.33795 3.32877
O 1.15871 -0.14019 2.52064
H -1.10191 0.33679 3.60782
H -1.61242 -1.33677 3.79315
H -1.57565 -0.08455 5.11563
H 2.23849 0.05736 5.64006
H 1.15829 1.10565 4.60631
H 0.61098 0.56522 6.17182
H -0.02788 -1.79833 6.47031
H -0.34310 -2.83377 5.12095
H 2.39927 -2.11233 6.04003
H 1.59427 -3.71252 6.26526
H 1.25012 -4.04728 3.76208
H 2.97094 -3.82563 4.14895
H 4.27744 -1.89774 3.11617
H 3.70801 -0.95087 4.38809
H 3.35301 -0.41835 2.77334
H 1.13327 -3.09558 1.54339
H 2.78717 -3.66087 1.72528
H 2.45113 -2.03303 1.00948
H 0.47473 -0.14216 1.88120
C -5.99556 0.90216 1.51536
C -5.71307 1.82851 0.31167
C -6.57217 3.14433 0.30555
C -4.24445 2.21888 0.40416
C -3.75200 2.82814 -0.93122
C -3.97253 1.78799 -1.98698
C -5.39268 1.36878 -2.17229
C -6.22366 2.54375 -2.82320
C -5.41665 0.09854 -3.06165
N -5.90266 0.96352 -0.90406
O -7.32632 0.84809 -1.03455
H -7.02915 0.58476 1.48113
H -5.36770 0.04287 1.53773
H -5.91586 1.45443 2.46088
H -6.33237 3.92683 -0.44713
H -7.62262 3.00605 0.18494
H -6.52015 3.57534 1.28528
H -4.11519 2.84812 1.26874
H -3.75283 1.26629 0.55939
H -4.28405 3.77386 -1.03345
H -2.66872 3.14622 -0.95435
H -3.38421 0.91614 -1.77289
H -3.59607 2.10274 -2.98701
H -5.90480 2.61661 -3.83677
H -6.04635 3.44426 -2.24319
H -7.34338 2.36972 -2.96297
H -4.94436 0.47929 -3.94475
H -6.35950 -0.35807 -3.35289
H -4.80311 -0.63532 -2.52996
H -7.48089 -0.09326 -0.96887
N 3.31923 6.97835 -0.47443
C 2.94906 5.80099 -1.05694
N 3.72882 5.36864 -2.10491
O 2.00959 5.17843 -0.58924
H 4.08482 7.54837 -0.74531
H 2.70523 7.20196 0.28430
H 3.62281 4.36992 -2.33675
H 4.64163 5.63933 -2.54081
N 0.20268 2.76230 -0.87669
C 0.29384 2.11931 0.33557
N 1.20754 2.54781 1.27917
O -0.29739 1.05278 0.54193
H 0.62302 3.69772 -1.03071
H -0.61165 2.50930 -1.34640
H 1.18626 1.99168 2.10336
H 1.45781 3.51829 1.42492
```

These are the Löwdin partial charges, in e, on atoms 1 to 8: atom 1 (C): -0.051, atom 2 (C): -0.464, atom 3 (C): -0.021, atom 4 (C): -0.144, atom 5 (C): -0.175, atom 6 (C): -0.119, atom 7 (C): -0.482, atom 8 (C): -0.006


This record from OMol25 describes a 9-piece molecular cluster, C38H85NO15PS2 overall. The level of theory is wB97M-V/def2-TZVPD.

Properties
- net charge = +1
- LUMO energy (eV) = -3.84
- spin multiplicity = 1
- max |F| (eV Å⁻¹) = 7.550
- Kohn-Sham gap (eV) = 6.706
- HOMO (eV) = -10.55
- total energy (eV) = -103926.785

```
142
C38H85NO15PS2 (wB97M-V/def2-TZVPD)
C -0.28422 2.14694 4.49492
C -0.23816 2.02253 2.86123
P -0.00354 0.18337 2.48106
C 1.76698 -0.24713 1.97329
C 2.67803 -0.78334 3.19155
C -1.29505 -0.48844 1.27859
C -1.21921 0.00490 -0.21254
C -0.15402 1.06270 -0.74671
O -0.77255 2.39065 -0.81351
C 0.09668 3.32038 -1.50053
C -2.24121 -0.55331 -1.28498
C -2.15548 -0.09896 -2.83571
C -0.99382 -0.97186 -3.55982
C -0.29516 -0.16414 -4.80031
S -0.09440 -1.21410 -6.31414
O 0.28593 -0.27528 -7.44687
O 0.98619 -2.26045 -6.19615
O -1.50702 -1.98125 -6.78220
C -3.29637 -1.57075 -0.74320
C -4.36181 -2.19268 -1.79284
C -3.85479 -3.62592 -2.36972
O -3.00114 -3.72046 -3.29490
C -3.29124 -1.98033 0.77798
C -4.41478 -3.05603 1.19829
C -5.88497 -2.37163 1.37904
C -6.54001 -2.67656 2.83845
S -6.56665 -1.11067 3.89022
N -2.32343 -1.43287 1.72756
C -2.45056 -1.88970 3.14801
C -1.64854 -3.29236 3.35693
O -2.29678 -3.92502 4.51505
C -1.63730 -5.19445 4.67340
O -0.41791 -5.18891 4.94454
H 0.72652 2.50969 4.92412
H -1.15716 2.79160 4.86047
H -0.44688 1.10456 4.97029
H -1.23188 2.45288 2.49867
H 0.68224 2.60763 2.51463
H 1.75061 -0.94621 1.06027
H 2.25974 0.74189 1.61890
H 3.76522 -0.63695 2.88633
H 2.46844 -0.11994 4.11359
H 2.38327 -1.86228 3.40512
H 0.81901 1.10983 -0.15128
H 0.15182 0.82771 -1.84085
H -0.07963 3.37541 -2.63989
H 1.21935 3.12882 -1.31967
H -0.08852 4.39571 -1.11641
H -3.12969 -0.27307 -3.40178
H -1.79458 0.99877 -2.88930
H -1.41221 -1.93255 -4.01928
H -0.19572 -1.31271 -2.79538
H 0.77866 0.05778 -4.43260
H -0.84879 0.81362 -5.02349
H -1.31318 -2.67242 -7.47122
H -4.63860 -1.45800 -2.62328
H -5.35614 -2.43545 -1.25500
H -4.27558 -4.63404 -1.98024
H -4.12213 -3.68658 2.10716
H -4.54255 -3.81001 0.33000
H -5.81185 -1.25800 1.14318
H -6.63166 -2.82325 0.61864
H -7.60800 -3.08515 2.66723
H -5.98156 -3.52957 3.37969
H -5.28141 -0.96579 4.44498
H -1.96490 -1.16010 3.89719
H -3.55181 -1.97288 3.49164
H -0.56828 -2.99224 3.64036
H -1.68344 -3.93507 2.41229
H -2.19268 -6.18273 4.53538
C -0.73111 -3.30503 8.89977
C -1.29452 -2.47537 7.76342
O -0.68750 -1.18803 7.75065
H -0.90455 -2.80976 9.85861
H -1.19160 -4.29560 8.92596
H 0.35116 -3.42298 8.79295
H -2.37180 -2.34198 7.88565
H -1.11621 -2.95951 6.79783
H 0.26342 -1.31539 7.63370
C 2.01378 8.04888 -2.95094
C 1.59327 6.62668 -2.63695
O 0.98830 6.56886 -1.34742
H 2.71864 8.41500 -2.19966
H 2.48429 8.10868 -3.93508
H 1.15048 8.72109 -2.93253
H 2.46035 5.96232 -2.63470
H 0.87730 6.25728 -3.37905
H 0.21751 7.15234 -1.36044
C 5.90747 6.23445 -4.73993
C 5.06756 6.29058 -3.48023
O 4.21879 5.14732 -3.40274
H 5.26817 6.19449 -5.62624
H 6.55822 7.10793 -4.81321
H 6.52650 5.33226 -4.75265
H 4.43631 7.18038 -3.48176
H 5.70172 6.31872 -2.58919
H 4.78591 4.36491 -3.39294
C -8.33977 0.11667 -3.45452
C -8.16269 -1.05318 -2.50774
O -6.96189 -0.89968 -1.75240
H -7.48921 0.19163 -4.13577
H -9.25096 0.00827 -4.04082
H -8.38796 1.05890 -2.89961
H -8.09308 -1.98974 -3.06601
H -9.00659 -1.12631 -1.81452
H -7.03476 -0.07395 -1.25449
C 6.68387 -4.08639 3.14708
C 5.84774 -3.01333 3.81420
O 4.56607 -2.93126 3.19653
H 6.80615 -3.87090 2.08204
H 7.67075 -4.15465 3.60912
H 6.19264 -5.06139 3.22065
H 6.33104 -2.03839 3.71973
H 5.71166 -3.22968 4.87835
H 4.14137 -3.79447 3.29204
C -8.58562 -0.86833 -8.17271
C -9.02407 -0.91927 -6.72275
O -8.94997 0.37722 -6.13992
H -7.56239 -0.49179 -8.25086
H -8.63267 -1.85942 -8.63002
H -9.22094 -0.18641 -8.74515
H -8.37365 -1.58467 -6.14987
H -10.05256 -1.28469 -6.63816
H -9.53436 0.95804 -6.64613
C 8.40018 -7.46338 6.87175
C 7.85441 -6.62720 5.73146
O 8.45593 -5.33774 5.73510
H 8.20927 -6.97499 7.83082
H 7.94149 -8.45495 6.88331
H 9.48434 -7.57844 6.78268
H 6.77501 -6.49651 5.83590
H 8.05266 -7.10521 4.76660
H 9.40925 -5.46060 5.63344
C 9.98562 8.58399 -4.18102
C 9.14283 8.63443 -2.92215
O 8.29874 7.49061 -2.84903
H 9.34797 8.54437 -5.06812
H 10.63447 9.46008 -4.25191
H 10.60729 7.68387 -4.19467
H 8.50801 9.52296 -2.92252
H 9.77537 8.66248 -2.02929
H 8.86733 6.70911 -2.83998
```

These are the Löwdin partial charges, in e, on atoms 1 to 8: atom 1 (C): -0.184, atom 2 (C): -0.374, atom 3 (P): 0.983, atom 4 (C): -0.422, atom 5 (C): -0.161, atom 6 (C): -0.188, atom 7 (C): -0.015, atom 8 (C): -0.184


Q: The highest max |F| belongs to which entry?
A: C38H85NO15PS2